1.
Density functional theory data (wB97M-V/def2-TZVPD) for a molecular structure, C41H49BBr4N11O3SiY in a non-equilibrium geometry.

```
! RIJCOSX wB97M-V def2-TZVPD def2/J DEFGRID3
* xyz -1 2
Y 0.193 -0.157 -0.697
Br -2.054 0.473 -5.325
Br -2.429 -4.697 -1.329
Br -3.730 -2.255 -6.373
Br -3.896 -4.892 -4.351
Si -2.670 -2.614 3.614
O -0.954 0.064 -2.567
O 1.628 -1.300 -1.643
O -1.085 -2.067 -0.945
N -2.675 0.829 -0.770
N 1.794 -0.568 1.380
N 2.744 0.401 1.578
N -0.708 2.749 -1.336
N 2.818 1.729 -0.602
N 0.002 1.489 1.200
N 1.103 2.298 1.267
N 1.865 1.378 -1.499
N 4.354 2.814 2.529
N -2.960 1.987 -1.035
N 3.525 2.900 1.456
C 1.416 -2.906 2.096
C -1.961 3.000 -0.979
C 4.544 4.854 1.582
C -3.755 -0.037 -1.164
C -2.289 1.498 2.207
C -3.998 -1.175 -0.411
C -0.961 2.106 1.886
C 2.233 -3.564 -1.064
C -1.578 5.349 -0.865
C -2.858 -2.245 -4.692
C 1.655 1.050 -3.933
C 5.990 4.235 3.680
C -0.507 3.347 2.358
C -1.596 -1.902 2.303
C 3.784 1.745 -2.582
C -1.637 -3.606 4.820
C -4.971 -2.073 -0.825
C -1.533 -1.025 -3.022
C -2.938 -3.339 -3.844
C 0.800 3.418 1.958
C 2.340 -2.417 -2.065
C 3.992 1.930 -1.231
C -2.316 -3.277 -2.582
C 2.230 -1.652 2.010
C 3.765 -0.100 2.308
C 2.429 1.394 -2.702
C -4.458 0.200 -2.334
C -1.618 -2.156 -2.142
C -5.670 -1.847 -2.002
C -5.409 -0.710 -2.758
C -0.288 5.111 -1.316
C 4.968 3.981 2.612
C 3.474 -1.408 2.614
C -2.435 4.280 -0.716
C 1.781 -2.895 -3.406
C 3.815 -2.038 -2.230
C 0.096 3.799 -1.532
C 3.633 4.118 0.867
C -2.157 -1.097 -4.265
C -3.944 -3.732 2.836
C -3.525 -1.283 4.609
B 2.561 1.808 0.933
H -3.401 -1.372 0.471
H 6.207 5.301 3.752
H 0.717 -2.993 1.264
H -4.204 1.066 -2.931
H 1.539 4.178 2.152
H 6.924 3.715 3.460
H 5.637 3.884 4.651
H -2.323 1.247 3.270
H -3.102 2.200 2.000
H -3.533 -4.222 1.942
H -4.153 -1.739 5.385
H 4.439 -2.921 -2.422
H 3.043 4.371 -0.006
H -5.150 -2.975 -0.254
H 2.759 -3.302 -0.140
H 0.841 -2.921 3.027
H 2.067 -3.782 2.086
H -0.889 -2.965 5.307
H -2.791 -0.635 5.107
H -4.165 -0.651 3.980
H 1.177 -3.749 -0.842
H -5.918 -0.553 -3.700
H 1.450 -0.022 -3.951
H -3.469 4.404 -0.420
H 1.794 -2.078 -4.133
H 2.674 -4.481 -1.470
H 0.684 1.547 -3.946
H 4.077 -2.103 3.184
H -4.829 -3.165 2.530
H 3.935 -1.332 -3.060
H -2.467 0.589 1.647
H -4.268 -4.511 3.537
H 4.868 5.869 1.395
H -1.102 -4.417 4.308
H 4.514 1.833 -3.374
H 2.222 1.325 -4.823
H -1.915 6.359 -0.663
H -6.392 -2.578 -2.351
H 0.744 -3.229 -3.285
H 2.374 -3.727 -3.806
H 4.600 0.525 2.577
H 1.106 3.562 -1.857
H -1.057 4.073 2.939
H -2.269 -4.049 5.600
H -0.886 -1.090 2.482
H -1.527 -2.359 1.311
H 4.885 2.201 -0.684
H 0.406 5.922 -1.502
H 4.160 -1.549 -1.312
*
```

Results
Maximum force ... 1.4 eV Å⁻¹
Expectation value of S² ... 0.753
E_HOMO (alpha / beta) ... -0.157 / -0.157 Ha
Lowest unoccupied orbital energy (alpha / beta) ... 0.0675 / 0.0673 Ha
Energy ... -13068.88346 a.u.
M ... 1191.3 g mol⁻¹
ΔE to the lowest compared entry with this formula, charge and spin ... 55.5 kcal/mol
Orbital gap (alpha / beta) ... 6.1 / 6.1 eV

2.
Density functional theory data (wB97M-V/def2-TZVPD) for 7 unconnected molecules or ions with the total composition C41H49BN9O5 in a non-equilibrium geometry.

```
! RIJCOSX wB97M-V def2-TZVPD def2/J DEFGRID3
* xyz 1 1
O 6.097 3.610 -1.445
O 5.103 5.080 -0.266
O 0.691 -0.920 0.412
O 2.561 -1.910 1.587
O 8.035 -0.017 1.096
N 10.019 -4.897 1.179
N 4.108 0.311 0.387
N 1.673 -0.283 -2.267
N -6.882 -0.895 1.622
N -6.997 3.546 1.487
N 4.897 4.314 -1.108
N -2.915 1.040 0.129
N -9.249 0.037 -2.452
N -1.604 0.734 -4.883
C -9.080 4.134 3.241
C -6.743 -3.504 2.580
C 7.518 0.887 0.150
C -5.938 -1.265 2.484
C -6.979 -0.215 -3.177
C 10.301 -7.553 1.977
C -8.242 5.137 2.778
C 7.829 -1.388 0.755
C 5.016 1.119 -0.164
C 8.228 -2.250 1.943
C -3.857 1.789 0.698
C -7.221 4.792 1.906
C 2.792 0.162 -1.553
C -0.636 1.269 -4.141
C -2.406 1.574 -5.532
C -2.281 2.955 -5.475
C -3.658 2.521 1.861
C 9.255 -5.862 0.668
C -5.824 -2.550 2.990
C -0.107 -2.102 0.168
C 3.004 -0.181 -0.228
C 3.717 1.024 -2.166
C 6.196 1.520 0.673
C -8.860 2.834 2.815
C 10.925 -5.257 2.087
C -6.581 0.835 -2.364
C 11.105 -6.563 2.517
C -1.721 1.003 0.723
C 5.756 2.461 -2.213
C 4.815 1.519 -1.490
C -7.538 1.481 -1.598
C -7.756 -1.822 1.234
C -1.425 1.692 1.890
C -7.731 -3.134 1.683
C -1.269 3.495 -4.699
C 9.353 -7.196 1.031
C -7.810 2.592 1.943
C -0.426 2.633 -4.015
C -2.418 2.468 2.472
C -8.851 1.044 -1.677
C -8.319 -0.572 -3.185
B 2.016 -1.080 0.641
H -5.036 -2.795 3.690
H -3.188 1.116 -6.127
H -8.375 6.165 3.084
H -5.543 1.141 -2.326
H 7.913 -1.750 2.859
H 8.527 -5.546 -0.072
H -4.471 3.108 2.266
H 6.037 1.166 1.693
H -1.006 -2.040 0.777
H -1.141 4.567 -4.627
H -8.669 -1.387 -3.810
H 6.274 2.603 0.712
H 10.411 -8.584 2.287
H -5.240 -0.488 2.782
H -0.438 1.623 2.331
H 2.125 -1.835 2.445
H 11.536 -4.456 2.488
H 3.569 1.317 -3.200
H -6.267 -0.749 -3.791
H 0.373 3.011 -3.390
H 9.304 -2.386 1.932
H -9.488 2.020 3.150
H 0.444 -3.017 0.381
H -6.546 5.549 1.520
H 6.683 1.965 -2.495
H 1.512 -1.276 -2.133
H 8.704 -7.935 0.582
H -0.003 0.564 -3.620
H -7.595 1.592 1.581
H -4.822 1.805 0.204
H -2.962 3.589 -6.025
H 8.422 -1.644 -0.128
H -9.627 1.521 -1.087
H 5.265 2.791 -3.131
H -0.421 -2.087 -0.876
H -0.975 0.392 0.236
H -9.889 4.363 3.922
H -8.511 -1.493 0.527
H -6.689 -4.518 2.954
H 6.764 -1.550 0.527
H 11.860 -6.795 3.256
H -8.468 -3.844 1.335
H 8.252 1.677 -0.006
H 7.332 0.362 -0.792
H 7.741 -3.219 1.869
H -7.270 2.303 -0.945
H 1.865 -0.175 -3.258
H -2.226 3.022 3.382
H 4.267 0.044 1.353
*
```

Results
Maximum force ... 1.2 eV Å⁻¹
E_HOMO ... -0.390 Ha
Lowest unoccupied orbital energy ... -0.1499 Ha
Energy ... -2485.31701 a.u.
M ... 758.7 g mol⁻¹
Orbital gap ... 6.5 eV